Entry 1:
Entry from the OMol25 dataset: a 5-piece molecular cluster, C2H15NO4 overall in a non-equilibrium geometry (ωB97M-V/def2-TZVPD).

Values from the calculation:
SMILES: CNC.O.O.O.O
HOMO energy: -9.84 eV
Kohn-Sham gap: 10.60 eV

Each line ends with the Löwdin charge.
CARTESIAN COORDINATES (ANGSTROEM)
H1 -6.40688 -2.08585 -0.44230  0.03
H2 2.96035 -0.57346 2.70117  0.08
H3 -1.20228 0.43745 1.44863  0.03
H4 -0.18916 1.08332 0.53571  -0.02
H5 1.67003 1.44935 -1.57554  0.04
O1 -7.03232 -1.48194 -0.84297  -0.06
O2 -5.18860 -0.09845 -3.18464  -0.07
C1 3.90757 -0.79508 0.36602  -0.16
C2 2.60447 0.27690 2.12035  -0.10
H6 -4.49984 0.25071 -3.76529  0.03
H7 4.11246 1.05688 1.03088  0.10
H8 1.83261 0.65566 -0.32500  -0.01
N1 3.32791 0.45414 0.82649  -0.19
O3 1.14395 0.90128 -0.98399  -0.08
H9 4.24353 -0.70679 -0.66843  0.08
H10 -5.95673 -0.00364 -3.76186  0.04
H11 4.70528 -1.21684 0.99550  0.08
H12 2.68432 1.20493 2.66298  0.08
H13 1.55436 0.15677 1.88173  0.05
H14 -6.72566 -0.59786 -0.64444  0.02
H15 3.23180 -1.65259 0.34665  0.08
O4 -0.77716 1.28511 1.27835  -0.07

Cartesian forces, eV/Å:
H 0.2 0.0 0.1
H 0.1 0.0 0.1
H -0.1 0.1 0.1
H 0.0 0.3 -0.3
H -0.3 0.1 -0.1
O -0.5 -0.2 -0.1
O 0.0 0.3 -0.6
C 0.3 -1.2 -0.4
C 0.0 0.2 -1.1
H 0.2 -0.1 0.3
H 0.0 0.3 -0.3
H 0.0 0.2 -0.1
N 0.0 -0.6 1.0
O 0.4 -0.2 0.3
H 0.3 0.1 0.1
H -0.2 -0.2 0.3
H 0.3 0.6 0.0
H 0.0 0.2 0.4
H -0.3 -0.3 0.2
H 0.3 0.2 0.0
H -0.7 0.5 0.0
O 0.1 -0.4 0.0

***

Entry 2:
Entry from the OMol25 dataset: a 2-piece molecular cluster, C6H12O overall in a non-equilibrium geometry (ωB97M-V/def2-TZVPD).

Values from the calculation:
SMILES: C=CC(=C)CC.O
HOMO energy: -8.53 eV
Kohn-Sham gap: 8.89 eV

Each line ends with the Löwdin charge.
CARTESIAN COORDINATES (ANGSTROEM)
H1 1.81539 -1.65834 1.75612  0.10
C1 1.09683 -2.18103 1.07240  -0.12
H2 1.18943 -3.00947 0.31374  0.09
H3 1.48195 1.48411 -0.24107  0.03
H4 1.23144 -1.05980 -0.77614  0.16
C2 0.59999 1.37992 0.30296  0.09
C3 -1.95632 0.89905 2.17231  0.02
H5 -1.34567 -1.08712 2.00261  0.11
C4 0.12681 0.17230 0.85697  -0.32
H6 -0.17494 2.15780 0.37590  0.05
H7 -2.85292 0.70329 2.69424  0.03
H8 -0.46191 -1.37784 -0.34542  0.09
H9 -1.84911 1.95158 1.76280  0.07
H10 1.05509 1.30402 -5.01537  0.06
C5 0.41637 -1.10915 0.16834  -0.28
H11 -0.30161 1.93327 -5.26468  0.04
C6 -1.13250 -0.03807 1.63768  -0.15
O1 0.64820 2.18817 -5.23649  -0.10
H12 0.41348 -2.65268 1.76310  0.04

Cartesian forces, eV/Å:
H 0.4 -1.1 -1.4
C -1.9 -0.2 -0.9
H 1.7 0.5 1.3
H 1.1 0.0 -1.0
H -2.0 0.6 2.4
C -4.1 -2.6 2.9
C 1.7 1.0 -2.9
H 0.5 1.1 -0.8
C -0.3 2.4 -3.0
H 1.2 0.4 0.3
H -0.6 -0.4 0.6
H -1.3 -0.9 -0.3
H 0.0 -1.1 1.0
H -0.4 1.5 -0.3
C 5.2 -0.4 -1.0
H 0.8 0.5 0.0
C -0.7 0.5 2.3
O -0.5 -2.0 0.4
H -0.7 0.1 0.4

***

Entry 3:
Entry from the OMol25 dataset: a 2-piece molecular cluster, ClH5Si3 overall in a non-equilibrium geometry (ωB97M-V/def2-TZVPD).

Values from the calculation:
HOMO energy: -7.77 eV
Kohn-Sham gap: 6.03 eV

Each line ends with the Löwdin charge.
CARTESIAN COORDINATES (ANGSTROEM)
H1 2.45510 0.14762 -0.59221  -0.19
H2 1.88052 1.75382 0.76575  -0.18
Si1 -0.60156 -0.03063 0.18661  0.23
H3 -0.56401 -1.44944 0.14131  -0.24
Si2 -3.48560 -0.30970 -1.21248  0.29
Cl1 -2.94093 -0.81011 -3.16298  -0.02
Si3 1.76272 0.38735 0.55934  0.38
H4 -1.08518 0.42085 1.62022  -0.16
H5 2.57894 -0.10978 1.69444  -0.12

Cartesian forces, eV/Å:
H 1.4 -0.7 -2.3
H 0.1 2.2 0.3
Si -0.9 1.4 1.1
H -0.2 -1.6 0.3
Si 1.9 0.2 0.0
Cl -0.2 0.1 0.6
Si -1.8 -0.5 1.1
H 0.1 -0.6 -1.0
H -0.5 -0.6 0.1

***

Entry 4:
Entry from the OMol25 dataset: C5H11NO as an isolated structure in a non-equilibrium geometry (ωB97M-V/def2-TZVPD).

Values from the calculation:
HOMO energy: -7.88 eV
Kohn-Sham gap: 8.90 eV

Each line ends with the Löwdin charge.
CARTESIAN COORDINATES (ANGSTROEM)
H1 0.04953 -1.63934 1.18426  0.12
C1 -1.44897 0.80183 -0.13846  -0.25
H2 -2.06029 1.66677 0.14884  0.11
N1 0.28717 -0.70567 0.89243  0.00
C2 -0.67375 0.36883 1.09754  -0.21
C3 -2.34081 -0.29401 -0.71211  -0.12
H3 -1.35776 0.01424 1.87652  0.12
H4 3.86108 -0.26711 -0.08673  0.08
H5 -3.06028 -0.64843 0.03692  0.07
H6 -0.11528 1.21725 1.50372  0.12
C4 2.95563 -0.10727 -0.67041  -0.10
H7 -1.74735 -1.15338 -1.04342  0.07
H8 3.03669 0.61167 -1.46832  0.07
O1 1.97100 0.59663 0.22322  -0.12
H9 -2.91064 0.07143 -1.57236  0.07
C5 1.59379 -0.59371 0.73875  -0.22
H10 2.69288 -1.09179 -1.12026  0.08
H11 -0.73263 1.15205 -0.89015  0.11

Cartesian forces, eV/Å:
H -0.3 0.2 0.2
C 0.0 0.1 -0.1
H 0.1 -0.1 -0.1
N 0.1 -0.2 0.4
C -0.2 0.3 0.1
C 0.0 -0.1 0.0
H 0.0 0.2 -0.1
H 0.0 0.2 -0.2
H 0.1 0.1 -0.1
H -0.2 0.0 -0.1
C 0.6 1.1 -0.5
H -0.1 0.1 0.0
H 0.6 0.3 -0.4
O 0.6 -1.9 -0.9
H 0.1 -0.1 0.1
C -0.9 -0.9 1.0
H -0.4 0.9 0.5
H -0.1 -0.1 0.1

***

Entry 5:
Entry from the OMol25 dataset: a 2-piece molecular cluster, C7H11N6 overall in a non-equilibrium geometry (ωB97M-V/def2-TZVPD).

Values from the calculation:
HOMO energy: -11.92 eV
net charge: +1
Kohn-Sham gap: 8.66 eV

Each line ends with the Löwdin charge.
CARTESIAN COORDINATES (ANGSTROEM)
C1 -1.08741 0.41600 -1.72414  -0.05
N1 2.19118 1.10157 1.45026  0.10
H1 -2.59872 -0.26155 1.57493  0.17
N2 -2.02791 -0.10007 0.75993  0.10
C2 -2.06941 1.15052 0.38640  -0.07
H2 0.83894 0.32292 2.68964  0.13
H3 -2.04331 -2.45137 1.36466  0.08
C3 2.62404 0.63763 0.29522  -0.41
H4 -2.52810 1.72249 1.12652  0.13
N3 -1.62221 -2.35329 0.50074  0.16
N4 3.67296 1.16007 -0.36691  0.17
H5 -1.68741 -3.17210 -0.11282  0.14
H6 1.72590 -0.96250 -0.93090  0.12
C4 -1.32586 -1.09435 0.10282  -0.36
C5 0.83036 -0.62265 0.78906  -0.08
N5 1.83141 -0.45219 -0.10389  0.13
H7 3.88957 2.05311 -0.09936  0.08
H8 3.92827 0.66212 -1.24464  0.14
H9 -1.42146 2.43248 -1.31944  0.11
C6 -1.51611 1.46701 -0.83398  -0.03
H10 -0.73314 -1.80126 -1.92335  0.15
H11 -0.90568 0.70858 -2.80769  0.14
C7 -1.05422 -0.89151 -1.30379  -0.04
N6 1.08832 0.32835 1.73073  0.00

Cartesian forces, eV/Å:
C -0.4 -0.3 -0.7
N 0.7 -0.4 -1.1
H 0.4 -0.9 0.2
N 0.5 -2.6 0.5
C 1.8 1.5 -2.9
H -0.8 0.0 0.6
H -0.8 -0.5 1.9
C -1.0 0.0 1.3
H -0.6 1.7 0.5
N 0.8 -0.4 -1.3
N -0.8 -4.0 -2.0
H 0.4 1.0 0.3
H 0.7 -0.4 -1.6
C -1.9 -1.3 -1.3
C -0.1 0.7 2.0
N -0.4 1.6 1.9
H 1.1 2.4 0.2
H 0.1 1.5 1.2
H -0.5 0.2 0.9
C 0.1 0.0 -0.6
H -0.6 1.6 0.9
H -0.1 -0.5 1.6
C 0.8 0.2 -0.2
N 0.7 -1.0 -2.1

***

Entry 6:
Entry from the OMol25 dataset: a 2-piece molecular cluster, C6H8BrO5PS2 overall in a non-equilibrium geometry (ωB97M-V/def2-TZVPD).

Values from the calculation:
HOMO energy: -9.27 eV
Kohn-Sham gap: 6.86 eV

Each line ends with the Löwdin charge.
CARTESIAN COORDINATES (ANGSTROEM)
H1 -1.69425 0.48869 -0.16479  0.04
C1 -1.94592 1.27182 0.55459  -0.26
H2 -1.63173 3.77606 1.82410  0.06
H3 1.72805 0.54678 -2.65175  0.07
O1 -1.06973 -2.59742 -0.99050  0.03
Br1 3.58879 -2.85104 -3.82656  0.23
S1 1.99132 -0.80727 1.39313  0.72
H4 -0.44913 3.44674 3.11676  0.05
O2 -0.17757 -2.98649 -3.31128  0.01
H5 -2.71084 0.89925 1.24009  0.06
H6 -2.31686 2.14914 0.01885  0.06
O3 2.50077 0.17511 -3.20686  -0.40
P1 2.91860 -1.29712 -2.31012  0.58
C2 1.28879 -1.79302 -1.44340  -0.30
S2 -0.45372 1.69782 1.48439  0.76
C3 -0.52253 -2.11108 0.29588  -0.24
C4 -0.04425 -2.52971 -2.05091  -0.22
C5 -1.21647 3.00454 2.47682  -0.26
O4 -1.16256 -2.10826 1.46935  0.02
O5 0.49927 2.35441 0.53073  -0.57
H7 1.89249 -1.75182 2.45532  -0.07
H8 -2.00421 2.57678 3.10089  0.05
C6 0.99171 -1.55390 -0.00473  -0.43

Cartesian forces, eV/Å:
H 0.0 0.1 0.1
C -0.1 0.1 -0.1
H 0.1 -0.1 0.0
H 1.6 -0.5 -1.4
O 2.4 0.6 0.7
Br -1.0 0.6 0.3
S -0.7 -1.4 -1.0
H 0.0 -0.2 -0.1
O 0.4 3.1 9.2
H 0.1 0.0 0.0
H 0.1 0.0 0.1
O -1.6 -2.1 2.5
P 0.3 1.9 0.2
C -3.2 -0.3 3.2
S 0.0 0.3 -0.1
C -1.7 0.2 3.9
C 0.5 -1.1 -4.8
C 0.0 0.1 -0.1
O 4.1 -0.2 -8.4
O -0.4 -0.3 0.2
H -0.4 0.8 -1.7
H 0.1 0.0 -0.1
C -0.4 -1.7 -2.6

***

Entry 7:
Entry from the OMol25 dataset: a 10-piece molecular cluster, C13H46N14O10 overall in a non-equilibrium geometry (ωB97M-V/def2-TZVPD).

Values from the calculation:
SMILES: NC(N)=O.NC(N)=O.NC(N)=O.NC(N)=O.NC(N)=O.NC(N)=O.NC(N)=O.CCO.CCO.CCO
HOMO energy: -9.10 eV
Kohn-Sham gap: 9.45 eV

Each line ends with the Löwdin charge.
CARTESIAN COORDINATES (ANGSTROEM)
C1 2.37422 -2.95922 1.13615  -0.67
C2 -4.04486 0.91689 1.93412  -0.67
N1 -2.83295 -3.47988 -3.40286  0.16
N2 -2.13235 -2.46036 -1.44466  0.17
H1 -1.32895 1.57807 -5.93808  0.11
H2 0.16235 1.04638 5.43379  0.11
N3 6.62608 0.35683 1.66272  0.14
H3 -0.21412 2.46765 -3.09054  0.06
O1 -2.06854 0.07444 -3.20236  0.00
H4 -1.53984 -0.71522 3.44913  0.06
O2 2.28434 -2.31477 2.19020  -0.01
O3 -0.80471 3.15326 -2.76218  -0.10
H5 3.63697 -1.66608 0.14535  0.06
H6 -4.38610 -1.28118 4.48802  0.07
H7 -3.13230 -3.04912 4.42188  0.11
C3 -1.71813 0.15319 -4.39234  -0.64
H8 1.90870 -4.71451 0.16438  0.10
H9 3.26700 -3.05226 -0.75289  0.10
C4 5.25205 0.39699 1.74394  -0.64
N4 -3.65054 1.87836 2.77560  0.19
C5 -2.59339 -2.11315 4.59107  -0.28
H10 7.09316 0.54871 0.79850  0.08
H11 5.22656 0.36862 -0.27346  0.09
H12 -2.65534 2.03681 2.81035  0.12
H13 -2.24487 5.30384 -2.46530  0.08
H14 1.98898 -1.79550 -3.82075  0.10
O4 4.70229 0.45019 2.83222  0.04
N5 2.89612 1.07412 -2.87974  0.15
O5 0.31938 1.58442 3.43892  -0.12
H15 -2.15366 2.08734 -4.53821  0.09
H16 2.78461 0.77184 5.56010  0.08
H17 -1.45671 6.29289 -3.70374  0.07
N6 1.78154 -4.16012 0.98780  0.17
N7 3.11904 -2.52978 0.09070  0.17
O6 3.40283 -0.08804 -4.81086  -0.01
N8 2.22193 -1.07760 -3.15792  0.15
C6 -2.57254 -3.57609 -2.07907  -0.69
H18 -3.03475 -4.27309 -3.97874  0.10
N9 -1.75742 1.32673 -5.06910  0.16
H19 -1.60798 0.53801 -0.06123  0.06
H20 -4.34350 2.24241 3.40056  0.10
H21 1.86753 -1.11181 -2.21322  0.06
H22 -0.60039 5.79654 -2.20963  0.08
H23 -2.49334 -1.86948 2.36028  0.06
H24 -6.10450 1.28932 2.21321  0.09
H25 -0.64998 0.99870 -1.44693  0.07
H26 3.26238 1.90535 -3.31092  0.10
H27 -2.17088 -2.54063 -0.44723  0.10
O7 -2.72596 -4.60924 -1.41180  -0.01
H28 -2.89408 -2.56740 -3.80743  0.07
C7 -1.30415 5.49047 -2.98320  -0.07
C8 0.84782 0.90545 4.59741  -0.30
H29 -1.36717 3.96769 -4.56595  0.09
H30 -1.92635 -2.15277 5.44639  0.11
H31 -0.47796 -0.56884 -5.81153  0.10
H32 0.83420 -0.15195 4.31183  0.10
H33 1.13479 -0.64574 1.66208  0.07
H34 -1.09116 -1.76396 -4.67929  0.08
H35 -0.65264 -0.38098 1.68806  0.06
H36 -1.07567 -2.39996 3.18005  0.08
N10 4.63831 0.24287 0.52718  0.15
H37 2.79401 1.68445 4.04591  0.06
N11 -0.72171 0.63405 -0.51278  0.20
O8 1.51845 0.28653 -0.54008  -0.05
O9 -3.56643 -1.10292 4.95532  -0.10
C9 2.93100 -0.04044 -3.67197  -0.69
C10 2.21521 1.47140 4.94199  -0.08
H38 -5.65918 -0.06115 1.28399  0.11
C11 -0.78298 4.23655 -3.67426  -0.33
H39 3.69236 -0.06251 0.40898  0.05
H40 2.11034 2.34477 5.58731  0.07
H41 0.25487 4.30550 -4.02110  0.12
H42 7.14435 0.18328 2.50162  0.10
H43 -2.04733 -1.57821 -1.94515  0.05
O10 -3.23077 0.27643 1.25172  -0.02
N12 0.27003 -0.25391 1.31901  0.19
N13 -5.38371 0.81197 1.70474  0.16
H44 1.02383 1.51248 2.78912  0.05
N14 -1.10176 -0.84450 -5.07750  0.17
H45 2.76773 0.98453 -1.88171  0.05
C12 -1.93140 -1.71686 3.27578  -0.10
C13 0.43357 0.29312 0.07271  -0.61
H46 1.44412 -4.54016 1.85551  0.11

Cartesian forces, eV/Å:
C 0.6 0.8 1.1
C 1.0 0.1 -1.7
N 0.3 0.5 -0.8
N 0.0 0.4 -1.0
H 0.0 -0.5 -0.2
H -0.2 0.0 -0.2
N -0.1 0.3 -0.4
H 0.0 0.0 0.0
O -0.4 -0.4 -1.5
H -0.1 0.2 -0.6
O -0.1 -0.3 -0.8
O -0.3 -0.2 0.4
H -0.2 -0.5 0.3
H 0.0 0.0 -0.1
H 0.3 -0.3 0.5
C 1.2 0.3 1.2
H -0.1 -0.2 0.1
H -0.2 -0.2 0.1
C 0.1 -0.8 1.2
N -0.2 0.0 0.1
C -1.6 0.7 -1.1
H 0.3 -0.2 0.0
H -0.3 -0.2 -0.4
H -0.1 0.2 0.5
H -0.1 -0.2 -0.2
H 0.2 -0.2 0.2
O -0.2 -0.1 -0.7
N 0.7 0.2 -0.5
O -0.3 0.4 0.9
H 0.1 -0.1 0.0
H 0.0 -0.2 -0.2
H 0.1 0.1 0.0
N -0.3 -0.2 0.2
N 0.4 0.4 -0.8
O -0.2 0.3 0.7
N 0.1 -1.0 0.1
C -0.2 -1.4 2.2
H -0.1 -0.2 0.3
N -0.9 1.1 0.6
H -0.5 0.1 0.2
H 0.5 0.4 0.4
H -0.2 0.3 -0.1
H 0.1 0.1 -0.1
H -0.5 0.5 0.2
H 0.2 0.1 0.3
H -0.4 0.0 0.1
H 0.3 -0.1 0.4
H 0.1 0.4 0.1
O 0.1 0.3 -1.1
H -0.2 0.2 -0.2
C 0.3 -0.4 0.0
C -0.1 0.2 -0.8
H -0.2 0.3 0.0
H 0.3 -0.2 -0.2
H 0.1 -0.5 -0.2
H 0.5 -0.1 0.5
H -0.4 -0.5 0.7
H 0.4 -0.1 0.1
H 0.1 0.0 0.4
H 0.2 0.2 -0.1
N 0.5 0.4 -0.1
H 0.1 0.0 0.1
N 0.6 0.7 -0.8
O 0.3 0.4 0.6
O 0.1 -0.1 0.2
C -0.7 0.3 -0.8
C 0.0 -0.5 0.8
H 0.0 0.2 -0.1
C 0.3 -0.3 -0.1
H -0.5 0.9 0.3
H 0.0 0.3 -0.4
H -0.1 0.7 -0.1
H 0.0 0.3 0.1
H 0.0 0.0 0.5
O -0.5 0.0 0.5
N 1.4 0.8 -1.6
N -0.6 -0.9 -0.1
H -0.2 0.0 -0.3
N -0.5 -0.1 -0.1
H -0.4 0.3 -0.1
C 1.4 -1.0 1.2
C -1.0 -1.8 0.4
H -0.2 -0.3 -0.3

***

Entry 8:
Entry from the OMol25 dataset: a 2-piece molecular cluster, CH3BrO2 overall in a non-equilibrium geometry (ωB97M-V/def2-TZVPD).

Values from the calculation:
SMILES: C=O.OBr
HOMO energy: -9.47 eV
Kohn-Sham gap: 9.71 eV

Each line ends with the Löwdin charge.
CARTESIAN COORDINATES (ANGSTROEM)
O1 1.76448 1.18141 -0.10912  -0.64
H1 -2.01956 -1.13986 0.57082  0.11
C1 -1.29418 -0.56545 -0.12626  -0.12
Br1 2.33108 0.03334 1.13037  0.72
H2 1.05495 0.79781 -0.59623  -0.05
H3 -1.73525 0.29532 -0.77839  0.11
O2 -0.10152 -0.60257 -0.09119  -0.13

Cartesian forces, eV/Å:
O 1.3 1.7 0.2
H 1.1 0.4 -1.1
C -1.5 2.1 0.0
Br 0.5 -0.3 0.5
H -1.0 -1.1 -0.3
H -0.1 -1.5 0.8
O -0.4 -1.3 0.0

***

Computed energy (a.u.) in order:
-440.87932 -310.92325 -1331.53156 -326.99948 -601.57346 -4321.22075 -2042.15864 -2764.29561